Arrangement A

This record from the OMol25 dataset describes a 2-piece molecular cluster, C5H8NS2 overall. The level of theory is ωB97M-V with the def2-TZVPD basis set.

Cartesian coordinates (Å):
1 C -1.223 1.725 1.993
2 C -0.392 1.092 2.858
3 C -0.057 0.019 0.723
4 C 1.037 -1.835 -0.969
5 C -0.135 0.099 -2.112
6 N 0.741 -0.399 -1.141
7 S -1.170 1.248 0.412
8 S 0.505 -0.218 2.270
9 H -1.634 2.649 2.249
10 H -0.176 1.493 3.782
11 H 1.848 -2.219 -1.515
12 H 0.049 -2.344 -1.234
13 H 1.376 -1.908 0.080
14 H 0.452 -0.215 -2.990
15 H -0.015 1.153 -2.175
16 H -1.208 -0.340 -2.232

Values from the calculation:
HOMO level (alpha / beta) ... -13.67 / -13.68 eV
HOMO-LUMO gap (alpha / beta) ... 8.40 / 8.41 eV
LUMO energy (alpha / beta) ... -5.27 / -5.27 eV
Charge ... +1

natural (NBO) atomic charge list, values in e, 4 entries: C -0.4171; C -0.3845; C -0.3721; C -0.4369

=====

Arrangement B

This record from the OMol25 dataset describes a 2-piece molecular cluster, C5H8NS2 overall. The level of theory is ωB97M-V with the def2-TZVPD basis set.

Cartesian coordinates (Å):
1 C -0.626 -2.793 0.340
2 C 0.058 -2.517 1.613
3 C 0.573 1.919 -1.665
4 C -0.733 1.163 0.002
5 C 0.680 1.649 -0.116
6 N -0.279 -1.639 0.441
7 S -1.278 1.675 -1.674
8 S 2.076 0.541 0.207
9 H -1.208 -3.514 -0.345
10 H -0.481 -2.095 2.419
11 H 1.108 -2.537 1.729
12 H 0.587 2.974 -1.939
13 H 0.938 1.165 -2.380
14 H -0.718 0.005 -0.033
15 H -1.416 1.504 0.806
16 H 0.719 2.501 0.595

Values from the calculation:
HOMO level (alpha / beta) ... -13.47 / -13.07 eV
HOMO-LUMO gap (alpha / beta) ... 5.73 / 7.09 eV
LUMO energy (alpha / beta) ... -7.74 / -5.97 eV
Charge ... +1

natural (NBO) atomic charge list, values in e, 4 entries: C 0.1323; C -0.2922; C -0.4797; C -0.5707

=====

Preferred: arrangement A; penalty for the next structure: 0.0790 hartree.

=====

Arrangement A

This record from the OMol25 dataset describes one molecule with the formula C4H5FN2. The level of theory is ωB97M-V with the def2-TZVPD basis set.

Cartesian coordinates (Å):
1 C -1.007 -2.173 0.780
2 C -1.166 -0.038 -0.063
3 C 0.980 -0.863 0.220
4 C 0.665 1.519 -0.351
5 N -1.573 -1.215 0.262
6 N 0.227 0.162 -0.081
7 F 2.298 -0.558 0.264
8 H -0.941 -3.194 0.487
9 H -1.825 0.777 -0.277
10 H 0.434 1.805 -1.379
11 H 0.167 2.199 0.337
12 H 1.742 1.579 -0.199

Values from the calculation:
HOMO level ... -7.61 eV
HOMO-LUMO gap ... 8.49 eV
LUMO energy ... 0.88 eV

natural (NBO) atomic charge list, values in e, 4 entries: C 0.0818; C 0.0369; C 0.4060; C -0.4283

=====

Arrangement B

This record from the OMol25 dataset describes a 4-piece molecular cluster, C4H5FN2 overall. The level of theory is ωB97M-V with the def2-TZVPD basis set.

Cartesian coordinates (Å):
1 C -1.371 -1.025 -0.354
2 C 0.126 1.052 -0.853
3 C 1.595 0.822 0.619
4 C 0.597 0.046 0.908
5 H -2.740 -0.214 -0.023
6 H -0.839 -2.071 0.674
7 H -1.285 -1.484 -1.788
8 H -0.349 0.983 -1.767
9 H 2.491 1.103 1.301
10 N -0.347 0.059 -0.001
11 N 1.272 1.541 -0.552
12 F 0.852 -0.811 1.837

Values from the calculation:
HOMO level ... -8.79 eV
HOMO-LUMO gap ... 8.26 eV
LUMO energy ... -0.53 eV

natural (NBO) atomic charge list, values in e, 4 entries: C -0.4963; C 0.1614; C -0.1793; C 0.4699

=====

Preferred: arrangement A; penalty for the next structure: 0.1031 hartree.

=====

Arrangement A

This record from the OMol25 dataset describes a 2-piece molecular cluster, C2H4O2 overall. The level of theory is ωB97M-V with the def2-TZVPD basis set.

Cartesian coordinates (Å):
1 C 0.139 1.870 -0.020
2 O 0.433 1.741 -1.218
3 H 0.520 2.708 0.611
4 H -0.590 1.172 0.456
5 C -0.151 -1.915 0.030
6 O -0.790 -0.911 -0.267
7 H -0.503 -2.950 0.253
8 H 0.940 -1.716 0.154

Values from the calculation:
SMILES ... C=O.C=O
HOMO level ... -9.88 eV
HOMO-LUMO gap ... 10.44 eV
LUMO energy ... 0.57 eV

natural (NBO) atomic charge list, values in e, 4 entries: C 0.2575; O -0.5029; H 0.1076; H 0.1371

=====

Arrangement B

This record from the OMol25 dataset describes a 2-piece molecular cluster, C2H4O2 overall. The level of theory is ωB97M-V with the def2-TZVPD basis set.

Cartesian coordinates (Å):
1 C 0.352 2.645 3.728
2 O -0.122 2.363 2.653
3 H 0.972 3.551 3.930
4 H 0.021 2.055 4.615
5 C 3.659 2.413 -2.260
6 O 4.755 2.939 -2.194
7 H 3.431 1.589 -2.978
8 H 2.850 2.694 -1.544

Values from the calculation:
SMILES ... C=O.C=O
HOMO level ... -10.23 eV
HOMO-LUMO gap ... 10.97 eV
LUMO energy ... 0.74 eV

natural (NBO) atomic charge list, values in e, 4 entries: C 0.2708; O -0.4933; H 0.1150; H 0.1076

=====

Arrangement C

This record from the OMol25 dataset describes one molecule with the formula C2H4O2. The level of theory is ωB97M-V with the def2-TZVPD basis set.

Cartesian coordinates (Å):
1 C -0.625 0.709 -0.205
2 C 0.556 -0.126 0.258
3 O 1.551 0.126 0.872
4 O 0.263 -1.405 -0.099
5 H -1.439 0.591 0.582
6 H -0.965 0.314 -1.233
7 H -0.363 1.806 -0.259
8 H 1.021 -2.016 0.084

Values from the calculation:
SMILES ... CC(=O)O
HOMO level ... -10.64 eV
HOMO-LUMO gap ... 11.40 eV
LUMO energy ... 0.75 eV

natural (NBO) atomic charge list, values in e, 4 entries: C -0.7365; C 0.7920; O -0.5794; O -0.7104

=====

Arrangement D

This record from the OMol25 dataset describes one molecule with the formula C2H4O2. The level of theory is ωB97M-V with the def2-TZVPD basis set.

Cartesian coordinates (Å):
1 C -0.066 0.266 -0.528
2 C -0.151 0.044 0.952
3 O 0.598 -0.671 -2.527
4 O 0.422 -0.677 -1.206
5 H -0.564 1.168 -0.993
6 H 0.689 0.574 1.564
7 H 0.188 -1.033 1.243
8 H -1.116 0.329 1.494

Values from the calculation:
HOMO level (alpha / beta) ... -9.21 / -9.21 eV
HOMO-LUMO gap (alpha / beta) ... 9.09 / 9.09 eV
LUMO energy (alpha / beta) ... -0.12 / -0.12 eV

natural (NBO) atomic charge list, values in e, 4 entries: C 0.3101; C -0.7292; O -0.4420; O -0.0844

=====

Preferred: arrangement C; penalty for the next structure: 0.0813 hartree.

=====

Arrangement A

This record from the OMol25 dataset describes a 2-piece molecular cluster, C2H4O2 overall. The level of theory is ωB97M-V with the def2-TZVPD basis set.

Cartesian coordinates (Å):
1 C -1.384 0.018 -1.251
2 O -1.549 -0.379 -0.126
3 H -2.074 0.773 -1.618
4 H -0.546 -0.397 -1.808
5 C 1.435 -0.351 0.893
6 O 1.529 0.817 0.594
7 H 0.872 -0.879 0.110
8 H 1.822 -0.907 1.759

Values from the calculation:
SMILES ... C=O.C=O
HOMO level ... -9.96 eV
HOMO-LUMO gap ... 10.74 eV
LUMO energy ... 0.78 eV

natural (NBO) atomic charge list, values in e, 4 entries: C 0.2669; O -0.5066; H 0.1247; H 0.1166

=====

Arrangement B

This record from the OMol25 dataset describes one molecule with the formula C2H4O2. The level of theory is ωB97M-V with the def2-TZVPD basis set.

Cartesian coordinates (Å):
1 O -1.389 0.882 -1.042
2 C -0.705 0.791 -0.055
3 C 0.469 -0.123 0.148
4 O 0.785 -0.953 -0.932
5 H -0.935 1.322 0.891
6 H 0.085 -0.813 0.958
7 H 1.347 0.375 0.568
8 H 0.365 -1.659 -0.427

Values from the calculation:
SMILES ... O=CCO
HOMO level ... -10.02 eV
HOMO-LUMO gap ... 10.63 eV
LUMO energy ... 0.61 eV

natural (NBO) atomic charge list, values in e, 4 entries: O -0.4917; C 0.4076; C -0.1777; O -0.6726

=====

Preferred: arrangement B; penalty for the next structure: 0.0200 hartree.

=====

Arrangement A

This record from the OMol25 dataset describes one molecule with the formula C2H4O2. The level of theory is ωB97M-V with the def2-TZVPD basis set.

Cartesian coordinates (Å):
1 C 0.487 0.035 -0.853
2 C -0.548 0.004 0.290
3 O -1.728 -0.105 0.110
4 O 0.031 0.037 1.515
5 H 1.032 -0.888 -0.664
6 H 1.361 0.763 -0.704
7 H 0.072 0.151 -1.818
8 H -0.707 0.002 2.125

Values from the calculation:
SMILES ... CC(=O)O
HOMO level ... -10.66 eV
HOMO-LUMO gap ... 11.44 eV
LUMO energy ... 0.78 eV

natural (NBO) atomic charge list, values in e, 4 entries: C -0.7290; C 0.7944; O -0.5899; O -0.6837

=====

Arrangement B

This record from the OMol25 dataset describes a 2-piece molecular cluster, C2H4O2 overall. The level of theory is ωB97M-V with the def2-TZVPD basis set.

Cartesian coordinates (Å):
1 C 0.542 0.529 -2.731
2 O -0.555 1.086 -2.889
3 H 1.307 0.803 -1.965
4 H 0.653 -0.469 -3.217
5 C -0.530 -0.471 2.720
6 O 0.362 0.354 2.892
7 H -1.010 -1.079 3.524
8 H -0.770 -0.752 1.667

Values from the calculation:
SMILES ... C=O.C=O
HOMO level ... -10.34 eV
HOMO-LUMO gap ... 10.82 eV
LUMO energy ... 0.48 eV

natural (NBO) atomic charge list, values in e, 4 entries: C 0.2530; O -0.4947; H 0.1278; H 0.1139

=====

Preferred: arrangement A; penalty for the next structure: 0.0895 hartree.

=====

Arrangement A

This record from the OMol25 dataset describes a 12-piece molecular cluster, C5H36N2O12 overall. The level of theory is ωB97M-V with the def2-TZVPD basis set.

Cartesian coordinates (Å):
1 C -0.778 -4.113 -0.285
2 N -0.888 -2.669 -0.628
3 C -1.373 -1.905 0.541
4 C -1.915 -0.495 0.366
5 N -2.171 0.187 1.638
6 C -1.027 0.227 -0.701
7 C -1.627 1.455 -1.360
8 O 0.143 0.565 0.087
9 H -0.871 -4.259 0.791
10 H -1.514 -4.669 -0.861
11 H 0.202 -4.544 -0.524
12 H -1.661 -2.625 -1.286
13 H -0.629 -1.949 1.366
14 H -2.027 -2.580 1.126
15 H -2.857 -0.474 -0.217
16 H -1.330 0.495 2.119
17 H -2.693 -0.507 2.156
18 H -0.862 -0.514 -1.478
19 H -0.937 2.269 -1.148
20 H -2.079 1.359 -2.344
21 H -2.526 1.761 -0.799
22 H 0.644 -0.272 -0.043
23 O -0.513 0.332 3.800
24 H -0.048 1.209 3.802
25 H -0.939 0.425 4.665
26 O 3.101 0.626 -1.615
27 H 2.851 -0.282 -1.337
28 H 3.040 1.250 -0.874
29 O 1.779 -1.516 0.119
30 H 1.257 -2.208 -0.296
31 H 2.148 -1.808 0.962
32 O 0.067 -1.294 -4.681
33 H 0.504 -0.392 -4.797
34 H 0.182 -1.528 -3.759
35 O 1.735 2.476 -0.110
36 H 1.137 1.888 -0.619
37 H 1.509 3.409 -0.064
38 O 1.456 -1.953 3.040
39 H 1.584 -2.635 3.707
40 H 1.088 -1.140 3.412
41 O 1.287 0.916 -3.464
42 H 1.282 1.850 -3.645
43 H 1.844 0.622 -2.687
44 O -1.585 3.617 1.401
45 H -1.926 4.085 2.174
46 H -1.599 2.685 1.668
47 O -2.625 -1.378 -4.829
48 H -1.749 -1.304 -5.240
49 H -2.985 -0.482 -4.922
50 O 0.733 2.722 3.579
51 H 0.335 3.201 2.839
52 H 1.460 2.200 3.127
53 O 2.527 1.184 2.344
54 H 3.108 1.847 1.946
55 H 1.955 0.769 1.638

Values from the calculation:
SMILES ... CNC[C@@H](N)[C@@H](C)O.O.O.O.O.O.O.O.O.O.O.O
HOMO level ... -9.28 eV
HOMO-LUMO gap ... 9.49 eV
LUMO energy ... 0.21 eV

natural (NBO) atomic charge list, values in e, 4 entries: C -0.4230; N -0.6697; C -0.2752; C -0.0612

=====

Arrangement B

This record from the OMol25 dataset describes a 12-piece molecular cluster, C5H36N2O12 overall. The level of theory is ωB97M-V with the def2-TZVPD basis set.

Cartesian coordinates (Å):
1 C 1.822 1.249 1.245
2 N 1.059 1.186 0.035
3 C -0.430 1.266 0.089
4 C -1.139 -0.133 -0.059
5 N -1.008 -1.052 1.101
6 C -0.916 2.271 -0.938
7 C 0.065 3.476 -1.095
8 O 1.218 3.343 -1.952
9 H 1.437 1.928 1.973
10 H 2.774 1.732 1.174
11 H 1.993 0.282 1.710
12 H 1.179 0.381 -0.543
13 H -0.651 1.791 1.130
14 H -2.202 0.087 -0.210
15 H -0.987 -0.636 -1.041
16 H -0.128 -1.583 0.991
17 H -0.989 -0.677 2.040
18 H -1.975 2.744 -0.616
19 H -0.931 1.701 -1.869
20 H -0.366 4.332 -1.621
21 H 0.445 3.833 -0.113
22 H 1.741 2.501 -1.918
23 O -0.502 -2.829 3.840
24 H -0.967 -2.097 3.456
25 H 0.240 -2.979 3.278
26 O 3.712 -1.754 1.391
27 H 4.459 -1.653 1.986
28 H 3.519 -0.850 1.182
29 O 1.890 0.496 -3.488
30 H 1.584 -0.137 -2.825
31 H 1.584 0.096 -4.309
32 O -3.067 2.050 2.710
33 H -3.296 2.907 3.050
34 H -3.331 2.016 1.759
35 O 0.641 -3.684 0.749
36 H 0.083 -4.156 0.137
37 H 1.034 -4.280 1.393
38 O 0.667 -1.711 -2.546
39 H 1.428 -2.359 -2.480
40 H 0.033 -2.292 -2.086
41 O -3.962 0.149 0.694
42 H -3.394 0.303 1.512
43 H -4.224 -0.787 0.771
44 O -1.242 0.308 -3.632
45 H -0.715 0.632 -4.376
46 H -0.720 0.320 -2.838
47 O -0.860 0.671 3.760
48 H -1.298 0.235 4.472
49 H -1.413 1.343 3.369
50 O 3.800 0.123 -0.747
51 H 2.967 -0.352 -0.661
52 H 3.544 0.975 -1.182
53 O -1.639 -3.262 -1.613
54 H -2.078 -3.668 -2.362
55 H -2.251 -2.746 -1.086

Values from the calculation:
SMILES ... CN[C@H](CN)CCO.O.O.O.O.O.O.O.O.O.O.O
HOMO level ... -8.52 eV
HOMO-LUMO gap ... 8.55 eV
LUMO energy ... 0.02 eV

natural (NBO) atomic charge list, values in e, 4 entries: C -0.4177; N -0.6795; C -0.0546; C -0.2857

=====

Preferred: arrangement A; penalty for the next structure: 0.0628 hartree.

=====

Arrangement A

This record from the OMol25 dataset describes one molecule with the formula C6H7Cl. The level of theory is ωB97M-V with the def2-TZVPD basis set.

Cartesian coordinates (Å):
1 C -0.401 -1.142 -1.470
2 C -0.279 -0.181 -2.380
3 C 0.289 -1.179 -0.168
4 C 1.524 -0.362 -0.195
5 C 0.512 0.068 0.797
6 C -0.353 1.321 0.810
7 Cl -0.687 -0.363 -4.012
8 H -1.060 -1.917 -1.708
9 H 0.159 -2.249 0.182
10 H 2.202 0.066 -0.984
11 H 0.502 -0.191 1.859
12 H -0.502 1.706 1.837
13 H -1.433 0.991 0.456
14 H -0.225 2.062 0.127

Values from the calculation:
HOMO level (alpha / beta) ... -7.88 / -9.08 eV
HOMO-LUMO gap (alpha / beta) ... 6.96 / 9.10 eV
LUMO energy (alpha / beta) ... -0.92 / 0.02 eV

natural (NBO) atomic charge list, values in e, 4 entries: C -0.3227; C 0.0183; C -0.3203; C -0.1045

=====

Arrangement B

This record from the OMol25 dataset describes one molecule with the formula C6H7Cl. The level of theory is ωB97M-V with the def2-TZVPD basis set.

Cartesian coordinates (Å):
1 C -2.187 -1.173 -0.684
2 C -2.478 0.117 -0.234
3 C -1.505 1.243 0.175
4 C -0.137 1.179 0.232
5 C 0.624 -0.048 0.256
6 C 0.457 -1.116 1.121
7 Cl 2.346 0.034 -0.459
8 H -1.093 -1.804 -0.956
9 H -3.183 -1.775 -0.584
10 H -3.598 0.455 -0.136
11 H -1.960 2.303 0.467
12 H 0.361 2.181 0.617
13 H 1.261 -1.810 1.217
14 H -0.323 -1.353 1.972

Values from the calculation:
SMILES ... C=C/C=C\C(=C)Cl
HOMO level ... -8.56 eV
HOMO-LUMO gap ... 8.33 eV
LUMO energy ... -0.23 eV

natural (NBO) atomic charge list, values in e, 4 entries: C -0.3982; C -0.2671; C -0.1867; C -0.2708

=====

Preferred: arrangement B; penalty for the next structure: 0.0926 hartree.